Entry 1:
Density functional theory data (wB97M-V/def2-TZVPD) for a cluster of 2 separate species, CH2NO3S in total.

Values from the calculation:
charge = -1
highest occupied orbital energy (alpha / beta) = -0.1276 / -0.1276 hartree
M = 108.10 g mol⁻¹
ΔE to the lowest compared entry with this formula, charge and spin = 2.4854 eV
Kohn-Sham gap (alpha / beta) = 6.649 / 6.646 eV

XYZ file:
```
8
Properties=species:S:1:pos:R:3:forces:R:3
C -0.482 0.637 -0.718 -1.135 -2.076 -0.279
N -1.044 -0.611 -0.479 1.257 -1.081 2.384
O -0.320 1.068 -1.849 0.074 0.683 0.889
O -0.161 1.318 0.417 0.419 2.279 -1.165
O 1.807 -0.919 1.153 0.327 0.355 1.427
S 1.508 -1.312 -0.240 -1.561 -0.305 -1.406
H -1.169 -0.858 0.619 0.467 1.086 -3.102
H -0.139 0.677 1.096 0.151 -0.941 1.252
```
Positions in Å, forces in eV/Å.

Partial charges, Löwdin, in e: C -0.88; N -0.04; O -0.03; O 0.02; O -0.78; S 0.64; H 0.05; H 0.02

Entry 2:
Density functional theory data (wB97M-V/def2-TZVPD) for the ion CH2NO3S with charge -1.

Values from the calculation:
charge = -1
highest occupied orbital energy (alpha / beta) = -0.1234 / -0.1234 hartree
M = 108.10 g mol⁻¹
ΔE to the lowest compared entry with this formula, charge and spin = 5.0118 eV
Kohn-Sham gap (alpha / beta) = 6.913 / 6.914 eV

XYZ file:
```
8
Properties=species:S:1:pos:R:3:forces:R:3
C 0.044 -0.331 -0.565 3.317 0.428 -0.073
N -0.883 0.454 -0.004 -1.951 -0.694 -1.120
O -0.763 1.680 0.006 0.292 1.375 0.830
O -2.025 -0.108 0.185 0.637 0.363 0.585
O -0.040 -1.653 -0.441 0.435 -1.055 1.536
S 2.065 0.364 -0.078 -2.190 -1.509 -0.754
H -0.009 -1.915 0.529 -0.252 0.347 -1.273
H 1.611 1.509 0.368 -0.289 0.745 0.269
```
Positions in Å, forces in eV/Å.

Partial charges, Löwdin, in e: C -0.50; N -0.52; O -0.10; O -0.10; O -0.08; S 0.45; H 0.12; H -0.28

Entry 3:
Density functional theory data (wB97M-V/def2-TZVPD) for a structure of composition CH2NOP.

Values from the calculation:
charge = 0
highest occupied orbital energy = -0.3741 hartree
M = 75.01 g mol⁻¹
ΔE to the lowest compared entry with this formula, charge and spin = 3.5587 eV
Kohn-Sham gap = 10.232 eV

XYZ file:
```
6
Properties=species:S:1:pos:R:3:forces:R:3
C -1.529 -3.065 1.376 -0.939 -0.458 0.420
N -1.686 -1.888 1.344 -4.830 -5.566 5.320
O 0.211 -1.822 -0.050 -0.355 4.080 3.100
P -0.718 -0.857 0.837 4.954 1.609 -9.808
H -0.462 0.286 1.713 -0.072 -1.204 -0.387
H -1.709 -0.536 -0.249 1.243 1.539 1.355
```
Positions in Å, forces in eV/Å.

Partial charges, Löwdin, in e: C 0.11; N -0.29; O -0.49; P 0.59; H 0.03; H 0.05

Entry 4:
Density functional theory data (wB97M-V/def2-TZVPD) for an isolated molecule of CH2NOP.

Values from the calculation:
charge = 0
highest occupied orbital energy = -0.3537 hartree
M = 75.01 g mol⁻¹
ΔE to the lowest compared entry with this formula, charge and spin = 0.4173 eV
SMILES = O=C=NP
Kohn-Sham gap = 10.043 eV

XYZ file:
```
6
Properties=species:S:1:pos:R:3:forces:R:3
O -0.537 1.475 3.849 0.426 -0.609 -1.409
C -0.440 0.990 2.787 -1.337 -1.384 -2.960
N -0.590 0.471 1.617 0.809 2.664 5.581
P 0.632 -0.169 0.607 -0.806 0.831 -2.041
H -0.486 -0.398 -0.313 1.340 -0.321 -0.031
H 1.035 1.076 -0.162 -0.432 -1.181 0.860
```
Positions in Å, forces in eV/Å.

Partial charges, Löwdin, in e: O 0.15; C -0.36; N -0.29; P 0.69; H -0.10; H -0.10

Entry 5:
Density functional theory data (wB97M-V/def2-TZVPD) for the ion CH2NOS3 with charge -1.

Values from the calculation:
charge = -1
highest occupied orbital energy = -0.1175 hartree
M = 140.23 g mol⁻¹
ΔE to the lowest compared entry with this formula, charge and spin = 3.0681 eV
SMILES = ON([S-])C(=S)S
Kohn-Sham gap = 6.523 eV

XYZ file:
```
8
Properties=species:S:1:pos:R:3:forces:R:3
O -1.274 2.109 0.250 -0.307 -3.051 -0.319
N -1.551 0.509 0.139 4.287 3.337 -0.151
S -3.005 -0.025 -0.138 -3.269 -0.650 -0.310
C -0.398 -0.132 -0.019 -1.073 -1.347 1.039
S 1.188 0.390 -0.134 0.103 0.607 0.014
S -0.766 -1.905 0.130 2.095 -0.378 0.750
H -0.306 1.951 0.172 0.088 0.859 0.061
H 0.555 -2.243 0.667 -1.923 0.623 -1.084
```
Positions in Å, forces in eV/Å.

Partial charges, Löwdin, in e: O -0.16; N -0.79; S 0.41; C -1.28; S 0.45; S 0.54; H -0.07; H -0.10

Entry 6:
Density functional theory data (wB97M-V/def2-TZVPD) for a cluster of 2 separate species, CH2NOS3 in total.

Values from the calculation:
charge = -1
highest occupied orbital energy (alpha / beta) = -0.1355 / -0.0710 hartree
M = 140.23 g mol⁻¹
ΔE to the lowest compared entry with this formula, charge and spin = 2.5090 eV
Kohn-Sham gap (alpha / beta) = 6.856 / 3.492 eV

XYZ file:
```
8
Properties=species:S:1:pos:R:3:forces:R:3
C 1.702 1.675 0.111 -0.999 -0.250 1.071
N -1.137 -1.692 -0.320 -1.164 2.126 -3.584
O 2.623 1.927 -0.611 -0.012 0.008 -0.135
S 0.161 2.332 0.600 -1.279 3.056 -1.661
S 1.253 0.482 1.309 2.177 -2.910 0.700
S -2.472 -2.190 -1.270 1.427 0.420 0.893
H -0.868 -0.673 -0.432 -0.035 -1.591 -0.097
H -1.262 -1.861 0.614 -0.116 -0.860 2.813
```
Positions in Å, forces in eV/Å.

Partial charges, Löwdin, in e: C -1.38; N -0.44; O -0.09; S 0.28; S 0.27; S 0.40; H 0.01; H -0.05